Entry P
Molecular formula: C5H32N2O10
Method: DFT, the ωB97M-V functional and the def2-TZVPD basis

Geometry (Å):
O -2.050 -0.416 -1.513
O -0.441 -3.855 -1.573
O -1.472 -4.277 1.634
O -2.832 -0.629 0.976
O -4.394 1.257 -0.862
O 2.148 -1.619 -1.369
O 1.545 1.218 -4.119
O -0.537 2.055 -3.034
O 4.694 0.281 1.065
O -1.760 3.100 2.435
N 1.724 1.971 -0.700
N 0.596 -2.408 2.394
C 0.124 1.003 0.595
C 0.464 -1.315 1.361
C 1.545 2.721 1.684
C 0.090 -0.055 1.770
C 1.499 1.511 0.629
H 1.429 -2.950 2.396
H 3.794 0.198 1.401
H -1.710 -0.826 -0.676
H -1.281 -3.349 1.478
H 2.375 3.429 1.546
H -2.699 -1.431 1.472
H 1.774 2.264 2.653
H 0.693 1.560 -4.406
H -1.392 2.293 -3.171
H -0.637 1.789 0.901
H 1.626 -0.912 -1.234
H 1.804 0.430 -4.690
H -0.007 0.354 2.777
H 0.609 -1.754 0.424
H -2.138 -0.119 1.056
H 3.012 -1.220 -1.421
H -0.831 1.354 -2.361
H -3.764 0.669 -0.575
H -4.890 1.208 0.042
H 1.035 2.408 -1.151
H -0.828 -4.555 -1.070
H -2.024 3.708 1.721
H 5.002 -0.234 0.447
H 0.626 3.366 1.801
H -0.871 -4.511 2.267
H -1.400 3.814 2.955
H 2.622 2.121 -0.963
H -1.735 -1.035 -2.112
H -0.353 -4.161 -2.612
H -0.087 0.596 -0.360
H 0.269 -2.294 3.343
H 2.201 0.729 0.910

Computed properties:
* LUMO energy: 0.344 eV
* Kohn-Sham gap: 8.81 eV
* charge: 0



Entry Q
Molecular formula: C5H32N2O10
Method: DFT, the ωB97M-V functional and the def2-TZVPD basis

Geometry (Å):
O 0.419 -1.680 -0.197
O 2.879 -2.914 1.070
O 0.525 3.815 1.669
O -1.807 -0.189 3.621
O 1.327 1.295 3.581
O 0.706 -4.443 0.593
O -4.558 -1.345 1.479
O 0.235 -3.571 -2.648
O -1.623 2.095 1.338
O -2.878 2.227 -2.363
N -0.889 0.325 -1.368
N 2.952 1.872 -2.348
C -1.398 -0.753 -2.267
C 0.909 1.841 -0.907
C 0.574 0.394 -1.348
C 2.352 2.371 -1.079
C 1.280 -0.550 -0.320
H 0.560 -4.628 -0.346
H -2.253 -1.196 -1.789
H 1.887 0.863 2.931
H 0.894 -2.507 -0.333
H 0.382 1.089 3.478
H -2.434 2.008 -1.533
H 2.159 3.457 -1.043
H 0.728 2.954 2.042
H 1.197 3.898 1.009
H -1.100 1.926 0.552
H 0.676 -2.878 -2.114
H 2.970 2.087 -0.222
H 0.172 -3.170 -3.516
H 3.793 1.425 -1.999
H 0.623 2.081 0.150
H 1.419 -0.110 0.683
H -2.091 -0.073 2.734
H -4.621 -1.861 0.656
H -3.515 2.897 -2.053
H 1.049 0.384 -2.328
H -3.930 -0.674 1.266
H 3.330 2.640 -2.892
H -2.556 -0.307 4.196
H 2.202 -3.627 1.096
H -1.159 0.017 -0.439
H -0.687 -1.566 -2.458
H -1.598 3.053 1.445
H 0.196 2.515 -1.385
H -0.142 -4.090 0.859
H 2.311 -0.755 -0.631
H -1.545 -0.290 -3.243
H 3.347 -2.955 1.915

Computed properties:
* LUMO energy: 0.190 eV
* Kohn-Sham gap: 9.49 eV
* charge: 0



Stability, lowest: entry P